No. 1
Entry from OMol25: a molecular structure, C12H26N2O6Tc (ωB97M-V with the def2-TZVPD basis set).

Computed properties:
DFT total energy: -1112.8683 a.u.
gap between HOMO and LUMO (spin up / spin down): 9.819 / 4.828 eV
<S²>: 3.7681
molecular weight: 392.35 Da

Structure (ORCA input):
```
! RIJCOSX wB97M-V def2-TZVPD def2/J DEFGRID3
* xyz 4 4
Tc -0.070 -0.025 0.151
C 0.350 0.595 2.981
C 1.544 -0.262 2.580
O 1.162 -1.029 1.379
C 1.761 -2.316 1.008
C 1.671 -2.377 -0.510
O 0.406 -1.815 -1.012
C -0.728 -2.738 -1.074
C -1.463 -2.705 0.242
O -1.655 -1.297 0.625
C -3.005 -0.719 0.472
C -2.934 0.320 -0.610
O -1.783 1.187 -0.315
C -2.113 2.225 0.693
C -0.955 2.434 1.664
O -0.228 1.167 1.738
H 0.677 1.402 3.635
H -0.433 0.020 3.470
H 1.789 -0.949 3.389
H 2.419 0.332 2.330
H 1.226 -3.107 1.526
H 2.806 -2.333 1.318
H 1.773 -3.402 -0.863
H 2.453 -1.779 -0.970
H -0.373 -3.744 -1.295
H -1.348 -2.399 -1.901
H -0.926 -3.179 1.057
H -2.434 -3.190 0.148
H -3.276 -0.311 1.443
H -3.716 -1.504 0.219
H -3.849 0.911 -0.661
H -2.740 -0.109 -1.590
H -3.009 1.903 1.218
H -2.334 3.149 0.163
H -1.337 2.699 2.649
H -0.255 3.197 1.336
C 0.952 0.999 -3.565
N 1.860 1.842 -2.888
C 2.095 1.897 -1.481
N 3.073 2.724 -1.168
O 1.461 1.238 -0.646
H 1.433 0.630 -4.487
H 0.111 1.627 -3.946
H 0.581 0.201 -2.930
H 2.402 2.483 -3.479
H 3.609 3.261 -1.846
H 3.348 2.845 -0.197
*
```

No. 2
Entry from OMol25: 4 unconnected molecules or ions with the total composition C49H109O3P3 (ωB97M-V with the def2-TZVPD basis set).

Computed properties:
DFT total energy: -3181.5443 a.u.
gap between HOMO and LUMO: 8.471 eV
molecular weight: 839.33 Da
relative energy (zero: lowest compared OMol25 entry of this formula, charge and spin): 648.0 kJ/mol

Structure (ORCA input):
```
! RIJCOSX wB97M-V def2-TZVPD def2/J DEFGRID3
* xyz 2 1
C 1.015 1.476 -4.692
C 1.171 0.451 -3.622
C 0.516 -0.944 -3.875
C 0.858 -1.585 -5.194
P -0.008 -3.133 -5.682
C 0.450 -4.533 -4.517
C 1.991 -4.699 -4.201
C 2.060 -5.986 -3.296
C 2.016 -5.661 -1.760
C 0.526 -3.400 -7.376
C -0.194 -4.619 -8.032
C -0.647 -4.378 -9.529
C 0.602 -4.415 -10.401
C -1.885 -2.980 -5.667
C -2.594 -2.184 -6.775
C -4.047 -1.950 -6.420
C -4.915 -1.236 -7.447
H 0.106 1.234 -5.241
H 1.952 1.568 -5.242
H 1.017 2.443 -4.190
H 0.560 0.788 -2.784
H 2.234 0.526 -3.394
H -0.541 -1.020 -3.620
H 0.829 -1.672 -3.127
H 1.908 -1.874 -5.237
H 0.690 -0.772 -5.900
H -0.045 -5.437 -4.871
H -0.156 -4.291 -3.644
H 2.352 -3.753 -3.797
H 2.609 -5.013 -5.042
H 3.085 -6.356 -3.315
H 1.485 -6.881 -3.530
H 2.614 -4.788 -1.499
H 2.348 -6.505 -1.155
H 1.028 -5.408 -1.375
H 1.602 -3.574 -7.364
H 0.297 -2.496 -7.941
H -1.121 -4.903 -7.534
H 0.167 -5.631 -7.848
H -1.197 -3.437 -9.574
H -1.269 -5.239 -9.770
H 1.324 -3.648 -10.121
H 0.276 -4.115 -11.397
H 1.199 -5.322 -10.310
H -2.359 -2.845 -4.694
H -2.119 -4.032 -5.828
H -2.491 -2.627 -7.766
H -1.993 -1.282 -6.890
H -4.189 -1.406 -5.486
H -4.513 -2.933 -6.347
H -5.456 -1.999 -8.007
H -4.220 -0.671 -8.068
H -5.562 -0.469 -7.023
C 5.607 2.399 0.533
C 4.251 2.191 -0.092
C 3.299 3.248 0.402
C 2.756 3.108 1.905
P 2.126 4.671 2.667
C 3.443 5.879 2.872
C 4.693 5.152 3.381
C 5.953 6.067 3.811
C 6.823 6.323 2.614
C 0.972 5.408 1.312
C -0.098 4.472 0.714
C -0.817 4.987 -0.551
C -1.256 6.389 -0.472
C 1.329 4.208 4.175
C -0.201 4.475 4.280
C -1.148 3.277 4.594
C -2.561 3.746 5.082
H 5.505 2.297 1.613
H 5.884 3.449 0.447
H 6.382 1.799 0.055
H 3.850 1.237 0.251
H 4.161 2.184 -1.179
H 2.499 3.367 -0.328
H 3.658 4.253 0.183
H 3.529 2.564 2.448
H 2.006 2.324 1.797
H 3.080 6.666 3.533
H 3.719 6.441 1.980
H 5.070 4.433 2.654
H 4.554 4.761 4.389
H 6.604 5.569 4.529
H 5.562 6.991 4.236
H 6.333 6.400 1.643
H 7.516 5.490 2.502
H 7.393 7.252 2.641
H 1.688 5.484 0.494
H 0.501 6.369 1.520
H -0.909 4.177 1.380
H 0.322 3.510 0.423
H -1.705 4.366 -0.678
H -0.193 4.798 -1.425
H -1.885 6.720 0.354
H -1.943 6.614 -1.287
H -0.324 6.953 -0.513
H 1.758 4.886 4.913
H 1.721 3.229 4.449
H -0.518 5.193 3.524
H -0.200 5.131 5.150
H -0.560 2.531 5.129
H -1.259 3.032 3.538
H -2.508 4.249 6.047
H -3.226 2.885 5.006
H -3.011 4.501 4.437
C 2.436 -0.725 3.536
C 1.455 -0.640 4.764
C -0.031 -0.263 4.400
C -0.592 -1.488 3.711
P -2.413 -1.497 3.367
C -2.663 -2.696 1.968
C -1.809 -3.942 2.154
C -1.731 -4.564 0.716
C -1.208 -6.012 0.670
C -3.221 -2.259 4.868
C -2.945 -1.729 6.235
C -2.139 -2.679 7.111
C -1.960 -2.074 8.529
C -3.052 0.099 3.303
C -4.576 0.205 2.838
C -4.877 1.678 2.610
C -4.179 2.311 1.379
H 2.552 0.318 3.240
H 1.993 -1.377 2.783
H 3.407 -0.991 3.952
H 1.718 0.159 5.456
H 1.530 -1.594 5.286
H -0.032 0.658 3.817
H -0.567 0.075 5.287
H -0.503 -2.336 4.391
H -0.129 -1.746 2.759
H -2.364 -2.041 1.149
H -3.720 -2.953 2.029
H -2.212 -4.489 3.007
H -0.811 -3.558 2.364
H -1.048 -4.027 0.058
H -2.659 -4.609 0.147
H -1.950 -6.676 1.114
H -0.224 -6.130 1.123
H -1.151 -6.430 -0.335
H -3.018 -3.328 4.803
H -4.304 -2.252 4.748
H -3.925 -1.528 6.666
H -2.375 -0.819 6.047
H -1.161 -2.993 6.747
H -2.674 -3.629 7.101
H -2.929 -1.839 8.970
H -1.290 -1.214 8.526
H -1.563 -2.865 9.165
H -2.346 0.680 2.709
H -2.922 0.575 4.275
H -5.270 -0.202 3.574
H -4.815 -0.377 1.948
H -4.626 2.272 3.489
H -5.963 1.670 2.511
H -3.947 3.319 1.722
H -4.947 2.421 0.613
H -3.255 1.896 0.977
O 1.248 -0.051 0.417
C 0.013 -0.477 0.111
O -0.219 -1.225 -0.867
O -0.975 -0.097 0.763
H 1.353 -0.402 -0.470
*
```

No. 3
Entry from OMol25: a gas-phase ion, C3H11N2S2 (charge +1) (ωB97M-V with the def2-TZVPD basis set).

Computed properties:
DFT total energy: -1026.4941 a.u.
gap between HOMO and LUMO: 8.987 eV
SMILES string: NC[C@H]([NH3+])CSS
molecular weight: 139.27 Da
relative energy (zero: lowest compared OMol25 entry of this formula, charge and spin): 199.4 kJ/mol

Structure (ORCA input):
```
! RIJCOSX wB97M-V def2-TZVPD def2/J DEFGRID3
* xyz 1 1
N 2.292 0.661 2.579
C 2.124 -0.022 1.272
C 0.625 0.107 0.856
N -0.286 0.254 2.151
C 0.150 -0.985 -0.101
S -1.436 -0.465 -0.903
S -1.174 0.318 -2.712
H 2.796 1.533 2.626
H 2.756 0.227 3.386
H 2.722 0.366 0.425
H 2.460 -1.157 1.505
H 0.498 1.121 0.384
H -0.015 -0.492 2.939
H -1.261 0.139 1.965
H -0.165 1.259 2.618
H 0.966 -1.163 -1.032
H 0.128 -1.991 0.356
H -0.545 1.504 -2.594
*
```

No. 4
Entry from OMol25: a molecular structure, C46H47N5OPPtSTe (ωB97M-V with the def2-TZVPD basis set).

Computed properties:
DFT total energy: -3256.9424 a.u.
gap between HOMO and LUMO (spin up / spin down): 7.514 / 6.643 eV
<S²>: 0.7623
molecular weight: 1071.63 Da
relative energy (zero: lowest compared OMol25 entry of this formula, charge and spin): 80.4 kJ/mol

Structure (ORCA input):
```
! RIJCOSX wB97M-V def2-TZVPD def2/J DEFGRID3
* xyz 0 2
Pt -0.714 2.329 -0.066
C 0.798 -0.421 4.857
C 1.420 0.555 3.933
N 2.678 0.840 3.865
N 2.753 1.759 2.855
C 1.582 2.036 2.275
S 1.378 3.030 0.924
N 0.703 1.284 3.001
N -0.659 1.252 2.786
H 1.570 -0.827 5.504
H 0.336 -1.237 4.299
H 0.029 0.051 5.469
H 3.650 2.067 2.520
H -0.971 0.337 2.484
H -1.164 1.605 3.587
C -3.699 2.106 -5.275
C -2.954 3.149 -4.744
C -2.762 3.245 -3.374
C -3.299 2.290 -2.513
C -4.039 1.241 -3.058
C -4.246 1.156 -4.427
P -2.975 2.423 -0.715
C -4.533 2.503 0.234
C -5.781 2.475 -0.374
C -6.933 2.629 0.388
C -6.849 2.805 1.760
C -5.602 2.838 2.371
C -4.454 2.695 1.611
C -2.639 4.234 -0.588
C -3.396 5.395 -0.680
C -2.761 6.616 -0.509
C -1.395 6.658 -0.232
C -0.650 5.493 -0.091
C -1.281 4.261 -0.264
H -3.850 2.034 -6.345
H -2.520 3.895 -5.398
H -2.179 4.063 -2.973
H -4.462 0.496 -2.401
H -4.831 0.339 -4.831
H -5.863 2.342 -1.445
H -7.901 2.610 -0.097
H -7.748 2.922 2.350
H -5.527 2.986 3.442
H -3.478 2.752 2.084
H -4.461 5.346 -0.886
H -3.321 7.540 -0.588
H -0.907 7.618 -0.112
H 0.402 5.561 0.156
C 7.468 -3.069 3.170
C 6.154 -2.567 2.635
C 6.099 -1.722 1.536
C 4.891 -1.253 1.030
C 4.923 -0.334 -0.161
C 3.689 -1.655 1.632
Te 1.842 -0.899 0.881
N -0.984 0.336 -0.173
C -2.134 -0.199 -0.358
O -3.231 0.492 -0.502
C -2.307 -1.688 -0.439
C -3.308 -2.209 -1.252
C -3.469 -3.580 -1.371
C -2.645 -4.444 -0.665
C -1.657 -3.928 0.162
C -1.487 -2.557 0.271
C 2.022 -1.814 -1.029
C 2.198 -3.198 -1.120
C 2.182 -4.140 0.055
C 2.409 -3.766 -2.378
C 2.422 -3.008 -3.534
C 2.651 -3.636 -4.881
C 2.205 -1.640 -3.419
C 2.004 -1.025 -2.191
C 1.768 0.455 -2.158
C 3.726 -2.496 2.755
C 2.506 -2.978 3.503
C 4.959 -2.935 3.231
H 8.307 -2.622 2.637
H 7.543 -4.153 3.066
H 7.576 -2.835 4.230
H 7.022 -1.411 1.059
H 5.944 -0.024 -0.381
H 4.314 0.557 0.011
H 4.515 -0.823 -1.049
H -3.959 -1.534 -1.788
H -4.245 -3.975 -2.015
H -2.774 -5.515 -0.755
H -1.015 -4.596 0.723
H -0.708 -2.154 0.904
H 1.770 -3.677 0.948
H 3.192 -4.482 0.291
H 1.577 -5.017 -0.184
H 2.553 -4.840 -2.444
H 2.742 -4.718 -4.802
H 3.563 -3.252 -5.340
H 1.826 -3.414 -5.560
H 2.186 -1.029 -4.315
H 1.750 0.861 -3.169
H 2.544 0.975 -1.591
H 0.817 0.690 -1.687
H 1.601 -2.447 3.217
H 2.653 -2.859 4.578
H 2.340 -4.041 3.315
H 4.978 -3.584 4.102
*
```

No. 5
Entry from OMol25: 2 unconnected molecules or ions with the total composition H2IO2PS (ωB97M-V with the def2-TZVPD basis set).

Computed properties:
DFT total energy: -1188.9410 a.u.
gap between HOMO and LUMO: 8.142 eV
SMILES string: O=P(=S)I.O
molecular weight: 223.96 Da
relative energy (zero: lowest compared OMol25 entry of this formula, charge and spin): 158.3 kJ/mol

Structure (ORCA input):
```
! RIJCOSX wB97M-V def2-TZVPD def2/J DEFGRID3
* xyz 0 1
O 1.733 0.326 1.667
P 1.690 0.200 0.217
S 1.522 -1.435 -0.902
I 2.546 2.199 -0.877
O -2.432 -0.359 -0.362
H -1.735 -0.538 0.273
H -3.324 -0.393 -0.016
*
```

No. 6
Entry from OMol25: a molecular structure, C7H6EuO6 (ωB97M-V with the def2-TZVPD basis set).

Computed properties:
DFT total energy: -1430.8261 a.u.
gap between HOMO and LUMO (spin up / spin down): 5.262 / 7.725 eV
<S²>: 12.0182
molecular weight: 338.08 Da
relative energy (zero: lowest compared OMol25 entry of this formula, charge and spin): 137.4 kJ/mol

Structure (ORCA input):
```
! RIJCOSX wB97M-V def2-TZVPD def2/J DEFGRID3
* xyz 3 7
O -0.591 -2.673 -5.615
C -0.233 -2.167 -4.658
Eu 0.859 0.245 -0.416
O -0.032 1.367 -3.843
C 0.304 0.949 -2.823
C 0.360 -2.258 -0.891
O 0.017 -3.344 -1.039
C 2.566 -0.894 -2.102
O 3.415 -1.329 -2.744
C -1.271 -0.522 -1.628
O -2.215 -0.882 -2.184
C -0.405 1.391 3.975
C -0.744 1.039 2.541
O 0.472 1.119 1.732
H 0.488 0.864 4.344
H -1.239 1.141 4.627
H -0.269 2.474 4.056
H -1.122 0.020 2.407
H -1.443 1.736 2.068
H 1.083 1.724 2.192
*
```

No. 7
Entry from OMol25: a molecular structure, C20H41ClF6GeHgN5O13S2 (ωB97M-V with the def2-TZVPD basis set).

Computed properties:
DFT total energy: -6124.6820 a.u.
gap between HOMO and LUMO: 8.262 eV
molecular weight: 1046.35 Da
relative energy (zero: lowest compared OMol25 entry of this formula, charge and spin): 59.1 kJ/mol

Structure (ORCA input):
```
! RIJCOSX wB97M-V def2-TZVPD def2/J DEFGRID3
* xyz -1 1
Hg -0.280 -0.254 0.036
C -4.420 -0.970 2.429
C -3.047 -0.306 2.370
C -2.071 -1.056 3.272
C -3.153 1.155 2.803
O -2.520 -0.341 1.055
Ge -3.272 -0.781 -0.609
O -2.197 0.527 -1.424
C -2.660 1.717 -2.058
C -3.478 2.555 -1.075
C -3.516 1.329 -3.263
C -1.430 2.482 -2.524
O -1.707 -1.870 -0.799
C -1.448 -2.773 -1.887
C -0.531 -3.873 -1.370
C -2.764 -3.393 -2.350
C -0.792 -2.012 -3.034
H -4.795 -0.972 3.455
H -4.360 -2.004 2.082
H -5.137 -0.438 1.801
H -2.367 -0.986 4.322
H -1.069 -0.635 3.164
H -2.013 -2.107 2.985
H -3.481 1.237 3.843
H -3.864 1.685 2.168
H -2.186 1.648 2.696
H -4.369 2.004 -0.758
H -3.806 3.489 -1.540
H -2.873 2.784 -0.200
H -4.409 0.783 -2.949
H -2.939 0.694 -3.938
H -3.834 2.219 -3.812
H -0.791 2.694 -1.668
H -1.719 3.425 -2.999
H -0.857 1.890 -3.240
H -0.986 -4.365 -0.508
H 0.426 -3.460 -1.059
H -0.353 -4.615 -2.152
H -3.277 -3.869 -1.512
H -2.567 -4.150 -3.112
H -3.430 -2.643 -2.781
H 0.126 -1.528 -2.702
H -1.463 -1.239 -3.412
H -0.539 -2.692 -3.853
N 1.286 0.251 1.698
C 1.098 1.518 2.408
C 2.411 2.096 2.944
C 3.526 2.358 1.907
C 3.749 3.841 1.628
N 2.579 4.446 0.998
C 2.373 4.468 -0.320
N 1.131 4.672 -0.781
N 3.382 4.411 -1.202
C 0.271 2.517 1.579
O 0.308 3.723 1.945
O -0.390 2.077 0.624
H 1.524 -0.493 2.348
H 2.070 0.337 1.056
H 0.453 1.307 3.268
H 2.790 1.395 3.691
H 2.172 3.015 3.484
H 3.333 1.861 0.952
H 4.462 1.929 2.270
H 4.631 4.000 1.006
H 3.946 4.377 2.559
H 1.708 4.340 1.536
H 0.386 4.455 -0.116
H 0.973 4.336 -1.726
H 4.222 3.937 -0.911
H 3.100 4.179 -2.154
F 1.112 -5.197 3.390
C 1.944 -4.946 2.377
F 3.167 -5.341 2.725
F 1.550 -5.649 1.320
S 1.902 -3.140 2.032
O 0.521 -2.831 1.777
O 2.509 -2.514 3.177
N 2.821 -3.144 0.757
S 2.985 -1.925 -0.204
O 3.883 -0.905 0.265
O 1.751 -1.456 -0.809
C 3.854 -2.761 -1.586
F 3.131 -3.770 -2.061
F 4.042 -1.866 -2.545
F 5.035 -3.234 -1.190
O 1.559 0.690 -3.229
Cl 2.275 1.609 -2.402
O 3.689 1.340 -2.410
O 2.066 2.981 -2.883
O 1.781 1.565 -1.036
*
```

No. 8
Entry from OMol25: a single C10H10N2 molecule (ωB97M-V with the def2-TZVPD basis set).

Computed properties:
DFT total energy: -496.5002 a.u.
gap between HOMO and LUMO: 8.686 eV
SMILES string: CNc1ccnc2ccccc12
molecular weight: 158.20 Da
relative energy (zero: lowest compared OMol25 entry of this formula, charge and spin): 254.3 kJ/mol

Structure (ORCA input):
```
! RIJCOSX wB97M-V def2-TZVPD def2/J DEFGRID3
* xyz 0 1
C 2.561 -1.788 0.590
N 2.462 -0.591 -0.289
C 1.386 0.321 -0.243
C 1.501 1.699 -0.249
C 0.324 2.441 -0.040
N -0.855 2.004 0.199
C -1.062 0.670 0.153
C -2.387 0.364 0.335
C -2.803 -0.919 0.083
C -1.775 -1.813 -0.283
C -0.469 -1.501 -0.320
C 0.063 -0.212 -0.110
H 3.455 -2.440 0.317
H 1.622 -2.332 0.702
H 2.675 -1.387 1.703
H 3.248 0.095 -0.183
H 2.388 2.294 -0.190
H 0.378 3.522 -0.201
H -3.151 1.125 0.517
H -3.904 -1.111 0.210
H -2.025 -2.777 -0.764
H 0.039 -2.459 -0.981
*
```